DFT (wB97M-V/def2-TZVPD) results for a structure of composition C30H47N2OP2Zn.

The geometry in ORCA input format:
```
! wB97M-V def2-TZVPD RIJCOSX def2/J DEFGRID3
* xyz 1 1
Zn 0.8653 -0.3196 -0.6336
C 0.9942 -2.8911 3.3907
C 0.8646 -2.6651 1.8853
C 1.0240 -3.9567 1.0821
P 1.9358 -1.3553 1.1703
C 3.6619 -1.9416 0.9687
C 4.3537 -2.6071 2.1563
C 4.4956 -0.7759 0.4273
C 1.8846 0.0869 2.2616
C 2.5591 0.1046 3.4874
C 2.6174 1.2423 4.2668
C 2.0078 2.4024 3.7940
C 1.3248 2.4127 2.5952
C 1.2103 1.2516 1.8091
N 0.5674 1.2217 0.5900
C -0.4387 2.0780 0.1848
C -1.3171 2.7586 1.0455
C -2.3419 3.5426 0.5458
C -2.5419 3.6825 -0.8242
C -1.6975 3.0049 -1.6874
C -0.6595 2.2052 -1.2099
P 0.4280 1.2562 -2.3215
C 1.7953 2.3860 -2.7910
C 1.3060 3.5847 -3.5996
C 2.5445 2.8347 -1.5339
C -0.5299 0.9016 -3.8348
C 0.3902 0.2569 -4.8749
C -1.7315 0.0073 -3.5335
H 0.2050 -3.5696 3.7219
H 0.8892 -1.9626 3.9495
H 1.9472 -3.3475 3.6588
H -0.1372 -2.2663 1.6952
H 2.0058 -4.4070 1.2410
H 0.9007 -3.7864 0.0098
H 0.2769 -4.6878 1.3962
H 3.5620 -2.6865 0.1720
H 4.5616 -1.8969 2.9557
H 5.3145 -3.0037 1.8221
H 3.7844 -3.4392 2.5668
H 4.5570 0.0332 1.1573
H 4.0795 -0.3668 -0.4965
H 5.5096 -1.1162 0.2134
H 3.0408 -0.7966 3.8425
H 3.1385 1.2344 5.2139
H 2.0758 3.3179 4.3688
H 0.8832 3.3328 2.2383
H -1.1980 2.6526 2.1154
H -3.0018 4.0500 1.2393
H -3.3384 4.3048 -1.2085
H -1.8538 3.1018 -2.7561
H 2.4738 1.7822 -3.4003
H 0.5964 4.1801 -3.0210
H 0.8326 3.2958 -4.5385
H 2.1534 4.2274 -3.8447
H 1.8941 3.4216 -0.8825
H 3.3913 3.4608 -1.8197
H 2.9262 1.9929 -0.9532
H -0.8865 1.8594 -4.2210
H 0.7742 -0.7009 -4.5145
H 1.2418 0.8872 -5.1316
H -0.1678 0.0671 -5.7930
H -1.4045 -0.9597 -3.1474
H -2.2951 -0.1650 -4.4523
H -2.4023 0.4558 -2.7997
O -0.9636 -1.2739 -0.6498
C -2.0318 -1.5653 -0.0827
C -2.6496 -0.6250 0.9146
C -3.9704 -0.0150 0.4206
C -5.1764 -0.9319 0.5971
C -5.1162 -2.2147 -0.2267
C -3.9570 -3.1276 0.1585
N -2.6630 -2.6992 -0.3832
H -1.9144 0.1553 1.0935
H -2.8153 -1.1569 1.8582
H -3.8629 0.2695 -0.6318
H -4.1331 0.9123 0.9706
H -6.0845 -0.3830 0.3433
H -5.2614 -1.1991 1.6566
H -5.0332 -1.9769 -1.2919
H -6.0454 -2.7722 -0.0973
H -4.1207 -4.1349 -0.2179
H -3.8817 -3.2038 1.2462
H -2.2220 -3.2661 -1.0917
*
```

Electronic energy = -3818.05021 hartree